[1]
{"formula": "C48H37BrF4N2O3PSiSn", "method": "wB97M-V/def2-TZVPD", "species": ["Sn", "O", "C", "C", "C", "C", "N", "C", "C", "C", "C", "C", "C", "O", "C", "C", "N", "H", "H", "H", "H", "H", "H", "H", "H", "H", "H", "H", "H", "F", "C", "C", "F", "C", "F", "C", "P", "C", "C", "C", "C", "C", "C", "C", "C", "C", "C", "C", "C", "C", "Br", "C", "F", "H", "H", "H", "H", "H", "H", "H", "H", "H", "H", "O", "Si", "C", "C", "C", "C", "C", "C", "C", "C", "C", "C", "C", "C", "C", "C", "C", "C", "C", "C", "H", "H", "H", "H", "H", "H", "H", "H", "H", "H", "H", "H", "H", "H", "H"], "coordinates": [[14.5648, 14.6445, 9.7271], [21.9566, 14.9599, 10.7645], [21.3208, 16.0719, 10.1872], [19.8208, 15.7502, 10.1581], [19.2340, 14.5116, 10.6041], [17.8693, 14.3621, 10.4767], [17.0015, 15.3412, 10.1148], [17.5687, 16.5704, 9.8205], [18.9601, 16.7882, 9.7817], [16.6545, 17.6625, 9.5814], [17.0886, 18.9457, 9.9277], [16.3031, 20.1011, 9.5600], [16.7706, 21.5249, 9.7999], [18.1279, 21.4424, 10.2620], [15.0465, 19.8052, 9.0283], [14.6215, 18.4908, 8.9302], [15.4114, 17.4539, 9.1019], [22.9123, 15.1840, 10.8431], [21.5682, 16.2307, 9.1262], [21.5654, 16.9772, 10.8084], [19.9122, 13.7386, 10.9542], [17.4313, 13.4124, 10.7066], [19.2752, 17.7932, 9.5689], [18.0803, 19.0656, 10.3505], [16.0359, 21.9046, 10.5467], [16.6977, 22.1038, 8.8709], [18.4756, 22.3347, 10.4441], [14.3918, 20.6969, 8.8777], [13.6060, 18.3152, 8.6227], [10.9625, 14.9006, 16.3152], [11.0295, 15.0289, 15.0121], [9.8758, 14.9204, 14.2217], [8.6776, 14.7373, 14.8096], [9.9562, 15.0469, 12.8421], [8.7956, 15.0550, 12.1303], [11.1778, 15.2732, 12.2506], [11.5642, 15.3093, 10.4552], [10.4977, 13.9921, 9.7946], [11.0387, 12.7062, 9.8750], [10.3556, 11.5916, 9.3387], [9.0856, 11.7421, 8.7869], [8.5423, 13.0097, 8.6700], [9.2247, 14.1284, 9.2047], [10.9326, 16.8670, 9.8238], [10.2480, 17.8242, 10.5723], [9.8292, 19.0244, 10.0063], [9.9895, 19.2133, 8.6255], [10.6253, 18.2499, 7.8626], [11.0324, 17.0316, 8.4246], [12.2214, 15.6592, 13.0501], [13.9416, 16.3546, 12.3026], [12.2095, 15.4333, 14.4356], [13.2969, 15.6965, 15.1868], [12.0192, 12.5206, 10.3743], [10.7593, 10.5689, 9.4357], [8.4756, 10.8941, 8.4816], [7.5507, 13.1080, 8.2287], [8.7132, 15.0978, 9.2167], [10.1750, 17.7279, 11.6753], [9.4856, 19.8161, 10.6891], [9.6048, 20.1761, 8.2119], [10.8517, 18.3955, 6.7645], [11.3749, 16.2064, 7.8040], [14.9092, 12.8953, 10.5604], [15.0214, 11.2533, 10.7428], [16.7587, 10.5954, 11.0481], [17.3491, 10.7563, 12.3150], [18.6973, 10.4617, 12.4807], [19.5345, 10.2277, 11.3719], [18.9488, 9.9562, 10.1512], [17.5666, 10.1827, 9.9701], [14.4289, 10.3616, 9.2245], [13.8984, 11.0577, 8.1338], [13.4698, 10.3276, 7.0289], [13.6832, 8.9694, 6.9133], [14.2708, 8.2896, 8.0017], [14.4871, 8.9676, 9.2138], [14.0283, 10.8332, 12.2688], [14.2432, 9.5792, 12.8942], [13.5642, 9.1895, 14.0622], [12.7826, 10.1162, 14.7299], [12.5008, 11.3296, 14.1411], [13.0577, 11.6639, 12.8703], [16.8046, 11.0418, 13.2192], [19.0878, 10.5045, 13.4790], [20.6064, 10.1912, 11.5008], [19.6719, 9.6044, 9.3769], [17.2002, 10.1816, 8.9541], [13.6571, 12.0883, 8.1704], [13.0847, 10.8720, 6.1971], [13.4489, 8.4178, 6.0231], [14.4873, 7.2281, 7.8988], [14.8022, 8.4037, 10.1079], [15.0678, 8.9467, 12.5622], [13.7438, 8.1912, 14.4889], [12.4944, 9.9240, 15.7652], [11.8840, 12.1380, 14.6029], [12.8170, 12.6660, 12.4820]], "forces_ev_per_a": [[1.028, 0.803, -0.098], [1.374, 0.167, -0.159], [-0.887, -0.365, 0.478], [-0.424, 0.329, 1.022], [1.096, 1.796, -1.153], [-0.152, 0.431, 0.019], [1.127, 0.413, -0.282], [0.060, -2.142, 0.213], [-1.314, -1.345, 0.615], [-0.882, 2.314, 0.069], [-0.461, 1.237, -1.111], [0.721, -2.019, 0.195], [0.261, -0.903, 0.427], [-0.781, 0.667, -0.001], [0.112, 1.786, 0.975], [-0.107, 0.810, -0.623], [0.422, -1.366, 0.756], [-0.923, -0.461, -0.011], [0.402, 0.107, 0.251], [-0.637, -0.487, -0.807], [-0.353, 0.003, -0.066], [-0.353, -0.353, 0.167], [0.480, -0.065, -0.308], [-0.380, 0.299, 0.096], [0.737, 0.278, -0.248], [-0.084, -0.064, 0.171], [-0.306, -0.483, -0.136], [0.219, -1.167, -0.266], [-0.271, -0.290, -0.145], [-0.142, -0.145, -0.027], [-0.642, 0.250, 0.288], [-1.125, -0.246, 0.486], [1.354, 0.120, -0.576], [-1.772, -0.239, 0.081], [1.415, -0.352, 0.598], [1.048, 1.154, -1.684], [-3.257, 0.122, 0.336], [0.273, -0.514, -0.290], [0.568, -1.552, -0.308], [0.351, -0.109, 0.879], [0.221, 0.116, -0.015], [0.247, 1.106, 0.769], [-0.669, 0.158, -0.590], [-0.318, -0.800, -0.898], [0.809, 0.855, 1.601], [0.202, -0.442, 0.180], [-0.397, 1.370, 0.555], [0.513, -0.997, -1.772], [-0.115, 0.821, 0.282], [2.344, -0.537, 1.306], [-1.247, -0.598, 0.584], [1.309, 0.941, -0.693], [-1.057, -0.316, -0.577], [-0.775, 0.206, -0.520], [-0.008, 0.775, 0.007], [0.409, 0.039, -0.089], [0.262, 0.260, 0.214], [0.334, -0.318, -0.208], [0.011, -0.070, -0.841], [-0.241, -0.460, -0.668], [0.618, -0.991, 0.072], [-0.668, -0.049, 1.388], [0.293, 0.314, -0.037], [0.585, -0.296, -0.055], [-1.702, 0.045, 0.385], [-0.058, 1.208, 1.789], [-1.527, -0.529, -1.174], [0.743, 0.552, 0.048], [-0.254, -0.562, -0.707], [2.355, -0.357, 0.361], [0.759, 0.063, -0.226], [-0.358, 0.900, 0.553], [-0.221, -2.016, 0.092], [0.377, 0.475, -0.262], [0.961, -0.446, 1.334], [-0.794, 0.159, 0.007], [0.844, -0.576, -0.874], [-0.398, -0.398, 0.711], [-0.076, 0.247, 0.428], [0.892, -0.201, -0.528], [-0.171, -0.024, 0.719], [0.014, 1.620, -1.479], [0.195, -0.123, 1.023], [-0.211, 0.039, -0.552], [0.402, -0.162, 0.317], [0.037, -0.192, -0.006], [-1.193, 0.418, 0.258], [-0.368, -0.128, -0.077], [0.197, 1.021, 0.041], [-0.496, 0.212, -0.493], [-0.111, 0.002, -0.299], [-0.182, 0.161, 0.211], [-0.062, 0.289, -0.510], [-0.413, -0.134, -0.207], [-0.008, 0.640, -0.155], [-0.318, -0.096, -0.438], [0.482, -1.094, -0.096], [0.205, -0.519, -0.009]], "lumo_ev": [-11.2848, -11.7613], "homo_lumo_gap_ha": [0.158, 0.140], "multiplicity": 1, "energy_ev": -163381.984, "homo_ev": [-15.597, -15.578], "charge": 3}



[2]
{"formula": "C48H37FeN4O11P2S", "method": "wB97M-V/def2-TZVPD", "species": ["Fe", "C", "C", "C", "C", "C", "C", "C", "S", "O", "O", "N", "C", "C", "C", "C", "C", "C", "C", "C", "N", "C", "H", "H", "H", "H", "H", "H", "H", "H", "H", "H", "H", "H", "H", "O", "C", "O", "C", "C", "C", "C", "C", "C", "O", "N", "O", "O", "N", "O", "O", "H", "H", "O", "P", "C", "P", "O", "C", "C", "C", "C", "C", "C", "C", "C", "C", "C", "C", "C", "C", "C", "C", "C", "C", "C", "C", "C", "C", "C", "C", "C", "H", "H", "H", "H", "H", "H", "H", "H", "H", "H", "H", "H", "H", "H", "H", "H", "H", "H", "H", "H", "H", "H"], "coordinates": [[1.2029, -0.7541, -0.1242], [1.2358, 4.5113, 6.1126], [1.2579, 3.1765, 5.4434], [0.5778, 2.0453, 5.9697], [0.5612, 0.8241, 5.2723], [1.1694, 0.7413, 4.0148], [1.9029, 1.8113, 3.5241], [1.9513, 3.0279, 4.2422], [0.9267, -0.6986, 3.0571], [-0.4119, -0.5816, 2.5075], [1.3010, -1.8923, 3.7561], [1.8675, -0.4590, 1.6848], [3.2199, -0.5164, 1.8017], [3.9642, -0.5363, 3.0100], [5.3498, -0.6174, 2.9430], [6.0516, -0.5228, 1.7550], [5.3329, -0.4072, 0.5318], [5.9528, -0.1755, -0.7297], [5.1578, -0.0940, -1.8912], [3.7681, -0.2299, -1.7841], [3.1686, -0.3185, -0.5586], [3.9230, -0.4297, 0.5549], [0.8907, 4.4546, 7.1726], [0.5186, 5.1957, 5.5787], [2.2543, 4.9518, 6.0377], [-0.0968, 2.1804, 6.8193], [0.0782, -0.0824, 5.6995], [2.4101, 1.7025, 2.5868], [2.4879, 3.8471, 3.8020], [3.4353, -0.6764, 3.9644], [5.9364, -0.7540, 3.8619], [7.1537, -0.6149, 1.7117], [7.0381, -0.0791, -0.7968], [5.6419, 0.0579, -2.8730], [3.0633, -0.2620, -2.6051], [1.1967, 0.3371, -4.0787], [0.4398, -0.1925, -3.2578], [0.7822, -0.8431, -2.2022], [-1.0566, -0.1204, -3.5309], [-1.5428, 0.1436, -4.7814], [-2.9628, 0.1030, -4.9026], [-3.8324, -0.1753, -3.8955], [-3.3038, -0.2033, -2.5974], [-1.8877, -0.0164, -2.3795], [-1.4107, 0.1766, -1.1380], [-3.9694, -0.7279, -1.5026], [-5.1753, -0.7952, -1.6492], [-1.6219, -2.6722, -0.1787], [-3.4872, 0.4991, -6.1904], [-4.6623, 0.2085, -6.4128], [-2.7177, 1.0786, -6.9801], [-0.9324, 0.3520, -5.6578], [-4.9182, -0.3063, -4.0144], [0.6796, 1.5512, 0.0698], [-0.6030, 2.3656, 0.0053], [-2.0046, 1.1215, -0.1882], [-0.3476, -3.4286, -0.3348], [1.0001, -2.7553, 0.0324], [-0.2734, -3.9649, -2.0665], [-1.5528, -4.3123, -2.5150], [-1.7502, -4.6185, -3.8651], [-0.6674, -4.6285, -4.7315], [0.6026, -4.3207, -4.2836], [0.8004, -3.9917, -2.9523], [-0.5738, -4.9693, 0.6050], [-0.8284, -4.7587, 1.9736], [-1.5183, -5.6876, 2.7281], [-1.9012, -6.9032, 2.1833], [-1.6859, -7.1225, 0.8457], [-0.9574, -6.2141, 0.0508], [-0.8156, 3.3085, -1.4901], [-1.9355, 4.1139, -1.6585], [-2.1080, 4.7345, -2.8672], [-1.2569, 4.4516, -3.9422], [-0.2258, 3.5509, -3.8065], [0.0138, 2.9641, -2.5553], [-1.0946, 3.3781, 1.4353], [-1.5882, 2.7105, 2.5509], [-2.2717, 3.4347, 3.5230], [-2.4464, 4.8064, 3.3779], [-1.9238, 5.4818, 2.3018], [-1.1673, 4.7761, 1.3621], [-2.9463, 1.5668, -0.6134], [-2.1535, 0.6052, 0.7821], [-2.3971, -4.3362, -1.7961], [-2.7277, -4.9237, -4.1992], [-0.8501, -4.9667, -5.7571], [1.4713, -4.3696, -4.9219], [1.7862, -3.7054, -2.5838], [-0.5254, -3.8095, 2.4489], [-1.7087, -5.4917, 3.7916], [-2.2510, -7.6714, 2.8706], [-2.0909, -8.0534, 0.3637], [-0.6483, -6.5263, -0.9315], [-2.6749, 4.3107, -0.8760], [-2.9292, 5.4252, -2.9665], [-1.4541, 4.9024, -4.9194], [0.4269, 3.2862, -4.6513], [0.8779, 2.2668, -2.4195], [-1.4632, 1.6485, 2.6583], [-2.6891, 2.9084, 4.3735], [-2.9836, 5.3521, 4.1734], [-2.1833, 6.5243, 2.1040], [-0.6650, 5.3117, 0.5783]], "forces_ev_per_a": [[-1.449, -0.301, -1.385], [-0.411, 0.853, 0.188], [-0.313, -1.193, -0.127], [-0.199, 0.225, -0.893], [-0.168, 0.074, 0.387], [0.280, 0.530, 1.214], [-0.368, 0.873, 0.676], [-0.456, -1.425, -0.237], [0.421, 0.046, -3.846], [-0.038, -0.062, 0.770], [-0.143, 0.082, 0.733], [-0.363, -0.272, 3.160], [0.487, 0.251, 1.460], [-1.172, -0.735, -0.904], [1.460, 0.101, -0.098], [0.285, -0.341, 0.022], [0.612, 0.427, -0.291], [-1.168, -0.178, -0.797], [1.224, -0.120, 0.655], [-0.899, 0.031, 2.267], [1.696, -0.320, -2.063], [0.441, 0.375, 0.017], [0.455, 0.036, -0.753], [0.686, -0.536, 0.439], [-0.733, -0.063, 0.305], [0.562, -0.162, 0.072], [0.199, 0.883, -0.392], [0.049, 0.145, -0.334], [0.217, 0.326, 0.002], [0.463, 0.198, -0.570], [-0.373, 0.120, -0.310], [-0.783, 0.178, 0.155], [-0.291, -0.042, 0.051], [-0.454, -0.131, 0.650], [0.143, 0.177, -0.216], [-0.003, 0.019, 0.075], [0.669, -0.736, 0.579], [-0.360, 0.818, -1.158], [1.471, 1.076, 1.767], [-1.912, -0.537, 0.446], [1.444, 0.792, -0.955], [-0.593, 0.205, 1.147], [2.407, -0.059, -0.901], [-1.953, -0.576, -0.572], [-0.090, 0.326, -0.073], [-1.502, 0.421, 1.009], [-0.018, -0.322, 0.190], [0.365, 0.075, 0.221], [-0.138, -0.179, -1.170], [0.944, 0.633, -0.376], [-1.477, -0.759, 0.931], [0.046, -0.236, 0.468], [0.748, 0.065, -0.152], [-1.048, 1.154, -0.011], [0.561, -2.031, 0.238], [-0.018, -0.190, -0.506], [1.220, 0.442, -0.324], [-0.910, -0.259, -0.145], [-0.739, -0.146, 0.054], [-0.373, -0.095, -0.534], [0.236, -0.139, 0.856], [-0.463, -0.462, -0.670], [0.293, -0.087, 0.308], [0.052, 0.382, 0.639], [-0.513, -0.666, 0.399], [-0.171, 0.694, -0.058], [0.605, 0.008, 0.836], [-0.038, 0.222, 0.595], [0.278, -1.180, -1.462], [-0.245, 0.403, 1.294], [0.370, -0.696, 0.161], [-0.088, 0.473, 0.105], [-0.071, 0.058, -0.602], [-0.523, 0.318, -0.409], [0.709, -0.519, 0.074], [0.755, 0.169, -0.145], [0.456, 0.197, -0.451], [-0.482, 0.465, 0.212], [0.337, -0.143, -0.047], [-0.661, -0.009, 1.229], [0.382, 0.123, -0.851], [-0.520, -0.289, 0.356], [0.844, -0.406, 0.604], [-0.125, 0.017, -0.759], [0.651, 0.159, -0.634], [-0.189, 0.043, -0.187], [0.250, 0.314, 0.239], [-0.043, 0.045, -0.304], [-0.204, -0.083, -0.115], [-0.222, -0.462, -0.418], [0.162, -0.064, -0.447], [-0.480, 0.076, -0.440], [0.727, 0.834, 0.558], [-0.307, 0.307, -0.424], [0.484, -0.190, -0.053], [-0.152, 0.084, -0.274], [0.106, -0.057, 0.373], [-0.429, 0.113, 0.429], [-0.974, 0.690, -0.041], [0.002, -0.399, -0.028], [0.088, 0.104, 0.030], [0.141, -0.291, -0.633], [0.455, -0.170, 0.361], [-0.122, 0.059, -0.462]], "lumo_ev": [1.5032, 1.5022], "s_squared": 6.01, "homo_lumo_gap_ha": [0.240, 0.242], "multiplicity": 5, "energy_ev": -142660.682, "homo_ev": [-5.037, -5.078], "charge": -1}



Looking at ΔE to the lowest compared entry with this formula, charge and spin for the records above, in order, we have 0.599 0.000 eV.